{
  "formula": "C52H72N4O6Ti",
  "method": "wB97M-V/def2-TZVPD",
  "elements": ["Ti", "C", "O", "C", "C", "C", "C", "C", "C", "C", "C", "C", "C", "C", "C", "C", "C", "C", "C", "C", "C", "C", "C", "C", "C", "C", "C", "C", "C", "C", "C", "C", "C", "O", "C", "C", "C", "C", "C", "O", "C", "C", "C", "C", "C", "C", "O", "C", "C", "C", "C", "H", "H", "H", "H", "H", "H", "H", "H", "H", "H", "H", "H", "H", "H", "H", "H", "H", "H", "H", "H", "H", "H", "H", "H", "H", "H", "H", "H", "H", "H", "H", "H", "H", "H", "H", "H", "H", "H", "H", "H", "H", "H", "H", "H", "H", "H", "H", "H", "H", "H", "H", "H", "H", "H", "H", "H", "H", "H", "N", "C", "C", "C", "C", "N", "C", "N", "N", "C", "O", "O", "H", "H", "H", "H", "H", "H", "H", "H", "H", "H", "H", "H", "H", "H"],
  "coordinates": [[0.149, 1.366, -0.077], [2.347, 1.164, -2.410], [1.840, 0.483, -1.256], [1.525, -0.885, -1.396], [1.877, -1.678, -0.296], [2.606, -1.146, 0.935], [1.830, -0.912, 2.234], [2.436, -1.087, 3.474], [1.782, -0.754, 4.659], [0.480, -0.254, 4.567], [-0.175, -0.062, 3.359], [-1.586, 0.540, 3.368], [-2.489, 0.538, 2.139], [-3.491, -0.419, 2.024], [-4.332, -0.480, 0.917], [-4.154, 0.456, -0.100], [-3.173, 1.437, -0.048], [-2.989, 2.386, -1.228], [-2.489, 1.797, -2.542], [-2.990, 2.203, -3.770], [-2.451, 1.739, -4.971], [-1.387, 0.841, -4.906], [-0.855, 0.397, -3.700], [0.280, -0.629, -3.725], [0.791, -1.374, -2.483], [0.514, -2.745, -2.454], [0.877, -3.588, -1.414], [1.561, -3.026, -0.340], [0.540, -5.078, -1.398], [1.835, -5.891, -1.273], [-0.367, -5.368, -0.194], [-0.188, -5.521, -2.667], [-1.420, 0.895, -2.528], [-0.942, 0.510, -1.361], [-2.971, 2.188, -6.337], [-1.860, 2.951, -7.071], [-3.379, 0.964, -7.167], [-4.187, 3.107, -6.220], [-2.392, 1.468, 1.109], [-1.304, 2.364, 1.156], [-1.543, 3.691, 1.640], [-5.419, -1.543, 0.769], [-5.478, -2.483, 1.973], [-5.128, -2.382, -0.483], [-6.784, -0.858, 0.622], [0.534, -0.388, 2.198], [0.016, -0.124, 1.016], [2.428, -0.909, 6.034], [1.592, -1.869, 6.891], [2.491, 0.463, 6.723], [3.850, -1.464, 5.948], [2.937, 0.467, -3.009], [1.540, 1.589, -3.006], [2.971, 1.982, -2.048], [3.389, -1.874, 1.179], [3.112, -0.211, 0.659], [3.437, -1.502, 3.506], [-0.050, 0.000, 5.479], [-2.134, -0.004, 4.142], [-1.505, 1.565, 3.746], [-3.592, -1.144, 2.820], [-4.772, 0.410, -0.989], [-3.957, 2.855, -1.426], [-2.314, 3.199, -0.942], [-3.816, 2.903, -3.784], [-0.957, 0.463, -5.828], [-0.067, -1.424, -4.388], [1.127, -0.190, -4.261], [-0.048, -3.146, -3.285], [1.832, -3.640, 0.511], [2.370, -5.658, -0.352], [1.608, -6.958, -1.265], [2.501, -5.692, -2.114], [0.130, -5.141, 0.750], [-1.279, -4.771, -0.245], [-0.647, -6.423, -0.179], [0.409, -5.339, -3.563], [-0.388, -6.592, -2.615], [-1.147, -5.013, -2.783], [-0.986, 2.319, -7.237], [-2.213, 3.296, -8.045], [-1.542, 3.821, -6.494], [-2.536, 0.298, -7.350], [-4.155, 0.391, -6.657], [-3.768, 1.279, -8.137], [-3.947, 4.032, -5.692], [-4.534, 3.379, -7.218], [-5.013, 2.619, -5.702], [-2.595, 3.943, 1.510], [-1.284, 3.749, 2.700], [-0.929, 4.375, 1.055], [-4.541, -3.024, 2.113], [-5.708, -1.947, 2.895], [-6.265, -3.222, 1.816], [-4.147, -2.854, -0.413], [-5.880, -3.165, -0.594], [-5.142, -1.774, -1.388], [-7.008, -0.244, 1.496], [-6.820, -0.216, -0.259], [-7.570, -1.608, 0.521], [0.582, -1.490, 7.044], [1.515, -2.847, 6.416], [2.050, -1.999, 7.873], [1.494, 0.865, 6.903], [2.997, 0.383, 7.687], [3.036, 1.183, 6.109], [3.871, -2.457, 5.497], [4.504, -0.806, 5.370], [4.272, -1.546, 6.950], [1.732, 2.251, 1.469], [2.534, 3.193, 0.683], [3.416, 4.118, 1.506], [4.601, 3.381, 2.126], [5.700, 3.018, 1.132], [5.302, 1.953, 0.192], [5.188, 0.666, 0.510], [4.952, -0.242, -0.448], [5.260, 0.273, 1.784], [1.570, 3.931, -0.281], [1.688, 5.113, -0.506], [0.682, 3.130, -0.787], [1.213, 2.749, 2.190], [2.295, 1.557, 1.955], [3.157, 2.567, 0.038], [2.817, 4.566, 2.304], [3.742, 4.951, 0.880], [4.247, 2.487, 2.649], [5.070, 4.005, 2.891], [6.629, 2.735, 1.636], [5.932, 3.880, 0.508], [5.409, 2.160, -0.788], [4.633, 0.078, -1.349], [4.604, -1.151, -0.184], [5.695, 0.869, 2.467], [5.242, -0.709, 2.003]],
  "forces_ev_per_angstrom": [[0.5, 0.6, 0.5], [-0.1, 0.0, 0.0], [0.0, 0.0, 0.0], [0.0, 0.0, -0.1], [0.0, -0.1, -0.1], [-0.4, 0.4, 0.1], [-0.1, -0.1, 0.1], [-0.1, 0.0, 0.0], [0.0, 0.0, 0.0], [0.0, -0.1, 0.0], [0.0, -0.1, 0.0], [0.0, 0.0, 0.1], [0.0, 0.0, -0.1], [0.1, 0.0, 0.0], [0.0, 0.0, 0.0], [0.1, 0.0, 0.0], [-0.1, -0.1, 0.1], [0.0, 0.1, 0.0], [0.0, -0.1, -0.1], [0.0, 0.0, 0.0], [0.0, 0.0, 0.0], [0.0, 0.0, 0.0], [-0.1, 0.0, 0.0], [0.1, 0.0, -0.1], [-0.1, -0.1, 0.1], [-0.1, 0.1, 0.1], [0.0, 0.0, 0.0], [-0.1, 0.0, 0.0], [0.0, 0.0, 0.0], [0.0, 0.0, 0.0], [0.0, 0.0, 0.0], [0.0, 0.0, 0.0], [-0.1, 0.0, 0.1], [0.1, -0.1, 0.0], [0.0, 0.0, 0.0], [0.0, 0.0, 0.0], [0.0, 0.0, 0.0], [0.0, 0.0, 0.0], [-0.1, 0.0, 0.0], [0.0, -0.1, -0.1], [0.0, 0.0, -0.1], [0.0, 0.0, 0.0], [0.0, 0.0, 0.0], [0.0, 0.0, 0.0], [0.0, 0.0, 0.0], [0.1, 0.1, -0.1], [-0.1, -0.1, -0.2], [0.0, 0.0, 0.0], [0.0, 0.0, 0.0], [0.0, 0.0, 0.0], [0.0, 0.0, 0.0], [0.0, 0.0, 0.0], [0.0, 0.0, 0.0], [0.0, 0.0, 0.0], [0.1, -0.1, 0.1], [-0.8, -0.3, 0.3], [0.0, 0.0, 0.1], [0.0, 0.0, 0.0], [0.0, 0.1, 0.0], [0.0, 0.0, 0.0], [0.0, 0.0, 0.0], [0.0, 0.0, 0.0], [0.0, 0.0, 0.0], [0.0, 0.0, 0.0], [0.0, 0.0, 0.0], [0.0, 0.0, 0.0], [0.1, 0.0, 0.0], [0.0, 0.0, 0.0], [0.0, 0.0, 0.0], [0.0, 0.0, 0.0], [0.0, 0.0, 0.0], [0.0, 0.0, 0.0], [0.0, 0.0, 0.0], [0.0, 0.0, 0.0], [0.0, 0.0, 0.0], [0.0, 0.0, 0.0], [0.0, 0.0, 0.0], [0.0, 0.0, 0.0], [0.0, 0.0, 0.0], [0.0, 0.0, 0.0], [0.0, 0.0, 0.0], [0.0, 0.0, 0.0], [0.0, 0.0, 0.0], [0.0, 0.0, 0.0], [0.0, 0.0, 0.0], [0.0, 0.0, 0.0], [0.0, 0.0, 0.0], [0.0, 0.0, 0.0], [0.0, 0.0, 0.0], [0.0, 0.0, 0.0], [0.0, 0.0, 0.0], [0.0, 0.0, 0.0], [0.0, 0.0, 0.0], [0.0, 0.0, 0.0], [0.0, 0.0, 0.0], [0.0, 0.0, 0.0], [0.0, 0.0, 0.0], [0.0, 0.0, 0.0], [0.0, 0.0, 0.0], [0.0, 0.0, 0.0], [0.0, 0.0, 0.0], [0.0, 0.0, 0.0], [0.0, 0.0, 0.0], [0.0, 0.0, 0.0], [0.0, 0.0, 0.0], [0.0, 0.0, 0.0], [0.0, 0.0, 0.0], [0.0, 0.0, 0.0], [0.0, 0.0, 0.0], [-0.2, 0.0, 0.0], [-0.1, 0.1, -0.2], [0.0, -0.1, 0.0], [0.1, 0.2, 0.2], [-0.2, -0.1, 0.0], [0.6, -0.2, 0.0], [0.1, -0.1, -0.2], [0.6, 0.3, -0.2], [0.4, 0.0, -0.1], [0.2, 0.1, 0.3], [0.1, 0.0, 0.0], [-0.1, 0.1, -0.2], [0.0, -0.1, 0.0], [-0.1, 0.0, 0.0], [-0.2, 0.2, 0.0], [0.0, 0.0, 0.0], [0.1, 0.0, 0.0], [0.0, 0.0, 0.0], [0.0, 0.0, 0.0], [0.0, -0.1, 0.0], [0.0, 0.0, 0.1], [-0.1, 0.0, 0.0], [0.0, 0.0, 0.0], [0.2, 0.0, -0.1], [-0.1, 0.1, 0.0], [-0.1, 0.0, 0.0]],
  "orbital_gap_ev": [6.37, 6.67],
  "charge": 1,
  "homo_energy_ha": [-0.3309, -0.3418],
  "multiplicity": 2
}